# 1
{"formula": "C23H19ClN4O2S3Sn", "method": "ωB97M-V/def2-TZVPD", "elements": ["C", "O", "C", "S", "N", "H", "H", "H", "C", "H", "H", "Sn", "C", "C", "H", "H", "H", "C", "Cl", "N", "C", "C", "H", "H", "C", "H", "H", "H", "C", "C", "S", "N", "H", "S", "C", "C", "H", "H", "C", "C", "O", "H", "C", "H", "N", "C", "H", "C", "C", "C", "C", "C", "C"], "coordinates": [[2.14114, 3.28167, 0.82776], [3.26510, -0.15058, 0.71555], [-5.58211, 0.22200, -0.84073], [-0.82207, -0.35860, 1.99812], [-1.83112, -2.85398, 2.45358], [-3.10792, -4.71487, 2.42943], [2.97201, 5.89220, 2.85346], [-4.52709, -3.20474, 0.70222], [1.13408, 2.47609, 0.15737], [-1.11299, -3.48093, 4.26813], [-2.78445, 1.62160, -1.87740], [-0.49584, 0.31022, -0.38456], [1.97880, 4.45824, 1.56402], [-3.62131, -0.68336, 0.22868], [1.07670, 5.02820, 1.50735], [-1.20758, -1.42784, -1.97107], [1.21261, 0.50972, -3.93438], [-1.85042, -1.74117, 1.73190], [0.54221, -2.96342, -0.63324], [-3.06477, -1.67771, 1.07518], [-0.75139, -3.36516, 3.23073], [-3.43038, 0.99127, -1.37051], [5.11517, 4.66710, 2.88254], [-5.17039, 1.81425, -2.29488], [3.00904, -0.57372, -3.56537], [-5.74431, -1.16764, 0.70484], [0.10616, -2.67222, 3.25647], [-0.44943, -4.36270, 2.82003], [3.59415, -1.67889, -2.91070], [4.24626, 4.18673, 2.29838], [3.20981, 1.05739, -0.06869], [-2.84646, 0.07035, -0.52006], [-6.66960, 0.11326, -1.01454], [-0.58221, 2.70645, 0.13419], [3.36636, 2.58917, 0.90762], [1.70302, -0.28059, -3.33271], [4.49489, -1.97991, -3.24049], [3.44581, 0.03372, -4.35681], [-4.77738, 1.11246, -1.54957], [1.52314, -2.04846, -1.71280], [3.96120, 1.16419, -1.29964], [3.25757, -3.25454, -1.40268], [0.89906, -1.03816, -2.46433], [-0.82668, 0.07634, -2.85327], [1.53990, 1.33947, -0.41078], [-2.96125, -3.65631, 2.17410], [5.24031, 2.29732, 1.75810], [-3.68451, -2.92647, 1.31845], [3.07752, 4.90104, 2.32225], [2.86574, -2.39405, -1.92462], [-5.02960, -0.60232, 0.12228], [-0.48354, -0.65236, -2.17665], [4.43705, 2.99024, 1.66775]], "energy_ha": -3125.874160, "charge": 2}

---

# 2
{"formula": "C23H19F5NO4SbSe4Ti", "method": "ωB97M-V/def2-TZVPD", "elements": ["Sb", "C", "H", "O", "C", "Se", "C", "F", "H", "C", "C", "Se", "H", "H", "H", "F", "C", "Se", "H", "H", "C", "H", "N", "C", "C", "H", "H", "C", "F", "C", "H", "F", "H", "C", "O", "H", "C", "C", "C", "H", "C", "C", "C", "C", "H", "H", "H", "C", "C", "C", "C", "Ti", "O", "O", "H", "F", "Se", "H"], "coordinates": [[-4.31885, -1.30525, 2.18333], [1.28148, 2.97158, -1.57694], [-3.61955, 1.72599, 0.36231], [0.34201, 2.22335, 2.93612], [-0.02692, -2.80176, 3.18888], [-3.58591, 0.35216, 3.82380], [0.39767, 0.68429, -3.65378], [2.53034, 0.85345, 0.67121], [-2.68474, 0.32956, -4.06989], [-0.11363, -3.07383, 0.67178], [0.10783, -0.54385, 3.97681], [-6.66896, -1.44033, 1.62571], [0.13813, -0.34094, -3.91119], [-0.32518, -4.74979, -0.07860], [-1.52650, 4.81061, -0.50026], [5.04279, 0.41643, -0.06396], [0.03565, -2.29414, 1.91170], [-3.63276, -2.94909, 3.91840], [-0.16059, -3.86059, 3.34818], [0.09870, 0.20275, 4.75656], [1.63003, -0.58437, -1.00150], [-2.05437, 3.64938, 0.72462], [0.11031, -0.98743, 1.64743], [-3.62638, 1.90571, -0.71632], [0.14171, -0.13287, 2.64841], [1.47538, 0.72179, -3.48712], [-4.05290, 2.90019, -0.88101], [1.99971, -1.45903, -2.00669], [3.59397, -2.57833, -3.38954], [3.30421, -1.71847, -2.38993], [-4.29674, 1.16699, -1.15103], [1.05434, -2.12913, -2.71787], [0.17994, 1.30674, -4.53126], [-1.73859, 0.84177, -2.19927], [-0.10891, -4.40072, 0.79888], [1.29557, 3.97642, -2.01227], [0.10362, 1.29694, 2.17360], [-1.21908, 2.73933, -1.02528], [-1.28998, 3.85016, -0.02726], [-0.34449, 3.95147, 0.50654], [2.70836, 0.00916, -0.36743], [-2.24747, 1.82826, -1.29747], [0.01153, -1.89462, 4.24611], [4.03627, -0.20188, -0.71234], [1.55654, 3.06204, -0.52250], [-2.08179, -1.06826, -3.18106], [2.05545, 2.38242, -2.07189], [-2.55122, -0.08711, -3.06348], [4.33672, -1.07463, -1.73784], [-0.06310, 2.32909, -1.70740], [-0.37777, 1.18046, -2.47005], [-0.56694, -0.15084, -0.41664], [-0.18771, 1.36695, 0.92918], [-0.22420, -2.53107, -0.40650], [-3.53558, -0.26413, -2.63243], [5.61613, -1.30310, -2.09118], [-2.97506, -1.37506, 0.11229], [-0.09678, -2.24263, 5.26399]], "energy_ha": -12438.563022, "spin_multiplicity": 3, "s_squared": 2.019, "charge": -2}

---

# 3
{"formula": "C23H19IN4O3Se3TeV", "method": "ωB97M-V/def2-TZVPD", "elements": ["C", "H", "V", "H", "C", "H", "H", "C", "Se", "C", "C", "H", "N", "C", "Se", "C", "C", "H", "C", "H", "C", "H", "H", "O", "I", "H", "C", "C", "C", "N", "H", "N", "H", "Se", "C", "H", "O", "H", "H", "C", "C", "N", "C", "H", "C", "Te", "H", "C", "C", "C", "C", "H", "H", "O", "C"], "coordinates": [[1.15152, -2.75719, 1.13615], [1.01045, -4.68604, 3.02103], [-0.56368, -0.59451, -0.41002], [-3.30110, -3.81833, 0.79376], [3.28954, -2.33591, 0.74126], [-3.53561, -0.13094, -3.52165], [-4.54295, 0.20803, -2.13321], [-1.03177, -5.26162, 2.87267], [0.51978, -2.77115, -2.90082], [2.41940, 2.04411, 0.70367], [-0.65563, 5.05563, -1.70641], [0.40933, 4.83023, -1.84418], [2.41349, -3.20918, 1.34405], [-4.09520, 0.66223, -3.02027], [0.75423, -0.31592, -2.63368], [-1.49554, 3.85608, -2.01855], [1.21772, 1.42040, 1.07810], [-2.77596, 4.95232, -3.30794], [2.25007, 0.92701, 3.23603], [-3.11758, -5.61623, 2.48962], [-1.26405, -3.20967, 0.95266], [4.28349, 1.55335, 3.49778], [-0.91160, 5.87011, -2.38521], [-2.03959, 0.33351, -1.21679], [-0.63922, 0.06464, 3.01750], [4.42545, 2.53725, 1.21308], [-0.02178, -3.48576, 1.56474], [0.06441, -4.49716, 2.52433], [-2.36421, -4.01769, 1.29787], [1.19907, -1.63162, 0.43748], [2.16149, 0.49890, 4.22633], [0.13108, 1.30696, 0.22054], [2.51051, 2.40941, -0.31035], [2.05362, -3.53600, -4.43040], [-3.18510, 1.79520, -2.64596], [-0.94213, -6.03502, 3.62455], [-1.40331, -2.28167, 0.04829], [2.84054, -0.50717, -0.38363], [4.35239, -2.49131, 0.74491], [3.50190, 2.08979, 1.56030], [3.43184, 1.52712, 2.82925], [-3.41543, 2.99340, -3.19242], [-2.24955, -5.01672, 2.23931], [-0.86648, 4.82296, 0.21456], [2.52731, -1.35931, 0.19746], [3.08391, 0.59813, -2.92868], [2.64326, -4.10895, 1.72123], [-0.17466, 2.42096, -0.50770], [-2.13532, 1.54234, -1.75736], [1.16724, 0.89286, 2.37548], [-2.57224, 3.98036, -2.86307], [-4.87651, 1.03466, -3.68096], [0.46366, 3.28246, -0.32800], [-0.87148, 5.57816, -0.38522], [-1.22901, 2.58653, -1.41151]], "energy_ha": -10046.803778, "spin_multiplicity": 4, "s_squared": 3.803, "charge": -2}

---

# 4
{"formula": "C23H20AuIN5O", "method": "ωB97M-V/def2-TZVPD", "elements": ["H", "H", "C", "N", "C", "C", "H", "H", "H", "C", "C", "H", "H", "H", "N", "H", "H", "C", "C", "H", "I", "H", "C", "H", "H", "C", "C", "C", "C", "H", "C", "C", "H", "C", "H", "N", "H", "Au", "C", "C", "N", "C", "C", "C", "H", "C", "O", "C", "C", "H", "N"], "coordinates": [[-2.57141, 0.21264, 2.20720], [0.27986, 4.19486, 0.12750], [-3.52032, -0.00358, -0.48225], [0.38562, -2.34807, 0.53080], [-2.04248, -0.02428, 4.27554], [1.78073, -3.96691, -0.01636], [7.24413, 2.69264, -1.01978], [-3.03436, 0.22442, 4.62964], [-5.65782, 0.17545, -0.53341], [-4.68045, 2.01318, 0.02101], [5.74912, 1.19993, -1.38085], [2.00167, -1.92156, -0.63296], [1.50553, -0.90045, 3.01026], [2.63154, -4.41519, -0.50086], [-2.34180, 0.57237, -0.27995], [6.42155, 0.54358, -1.91688], [3.34012, 3.54602, 0.51361], [0.50762, -0.66488, 3.35729], [-0.76588, 3.91952, 0.05860], [-1.24275, -0.32800, 6.23988], [0.66833, -6.46252, 1.43994], [4.05492, -0.09911, -1.59688], [-2.30120, 1.85975, 0.07836], [-3.50512, -1.04726, -0.77287], [-1.17147, 4.25222, -0.89804], [4.42437, 0.83546, -1.19936], [5.34399, 3.25294, -0.19657], [6.20992, 2.40763, -0.87851], [-1.03732, -0.33468, 5.17812], [-5.59483, 2.57959, 0.13509], [-4.72031, 0.67945, -0.34578], [0.23399, -0.65079, 4.71908], [-0.89521, -3.43236, 1.78067], [-1.78418, -0.02929, 2.90880], [1.02369, -0.88699, 5.41994], [1.34850, 2.12580, 0.27283], [5.70328, 4.19573, 0.19375], [-0.00905, -0.35499, 0.49868], [4.02003, 2.89408, -0.01612], [3.55310, 1.67963, -0.51696], [1.49118, -2.67078, -0.16852], [-0.51281, -0.35240, 2.47371], [-0.93942, 2.44697, 0.20120], [2.13929, 1.27109, -0.33274], [-1.32425, 4.42396, 0.84945], [-3.45231, 2.62066, 0.23315], [1.79046, 0.09438, -0.75190], [0.81893, -4.51125, 0.81467], [-0.02618, -3.45054, 1.14410], [-3.39189, 3.66142, 0.51580], [0.05311, 1.64881, 0.34930]], "energy_ha": -1670.575092, "charge": 1}